# 1
Formula: C5H7NO
Source: the Open Molecules 2025 dataset
Level of theory: the ωB97M-V functional and the def2-TZVPD basis

## Properties
HOMO	-9.60	eV
SMILES string	C/C=C\CN=C=O
2S+1	1

Last column: Löwdin charge in e.
Geometry (Å):
C 1.35 -0.10 0.47  -0.114
C 0.53 -1.23 -0.08  -0.132
C -0.79 -1.10 -0.22  -0.100
C -1.55 0.19 -0.01  -0.187
N -0.81 1.44 -0.07  0.085
C 0.29 1.69 -0.53  -0.407
O 1.26 2.22 -0.93  0.163
H 1.69 -0.25 1.48  0.085
H 2.23 0.12 -0.16  0.100
H 0.61 0.70 0.77  0.073
H 1.02 -2.17 -0.33  0.101
H -1.40 -1.95 -0.53  0.101
H -2.10 0.15 0.94  0.118
H -2.31 0.28 -0.79  0.113



# 2
Formula: C42H47F9MnN9OS
Source: the Open Molecules 2025 dataset
Level of theory: the ωB97M-V functional and the def2-TZVPD basis

## Properties
total charge	+1
HOMO (alpha / beta)	-10.22 / -10.25	eV
<S²>	8.75
2S+1	6

Last column: Löwdin spin population.
Geometry (Å):
Mn -0.40 -0.79 0.85  4.714
C -2.79 -0.50 2.89  0.003
N -1.37 -0.84 3.02  0.028
C -0.71 -0.11 4.11  0.003
C 0.50 0.60 3.57  0.005
N 0.94 0.47 2.36  0.025
C 2.01 1.35 2.24  0.002
C 2.82 1.63 1.14  0.000
C 3.80 2.58 1.31  0.000
C 3.99 3.24 2.54  0.000
C 3.19 2.97 3.63  0.000
C 2.20 2.01 3.46  0.001
N 1.22 1.49 4.30  0.001
C -3.31 -0.84 1.53  0.007
N -2.68 -0.57 0.42  0.026
C -3.50 -1.04 -0.60  0.003
C -3.34 -1.01 -1.98  0.000
C -4.33 -1.58 -2.75  0.000
C -5.48 -2.15 -2.17  0.000
C -5.66 -2.17 -0.81  0.000
C -4.66 -1.60 -0.04  0.001
N -4.50 -1.45 1.33  0.003
H -2.89 0.59 3.00  0.000
H -3.44 -0.96 3.64  0.001
H -1.25 -1.84 3.12  0.001
H -0.42 -0.77 4.93  0.000
H -1.39 0.63 4.54  0.000
H 2.68 1.09 0.21  0.000
H 4.46 2.83 0.48  0.000
H 4.77 3.98 2.63  0.000
H 3.34 3.47 4.58  0.000
H 1.05 1.77 5.25  0.000
H -2.46 -0.56 -2.42  0.000
H -4.24 -1.58 -3.83  0.000
H -6.23 -2.58 -2.82  0.000
H -6.54 -2.61 -0.36  0.000
H -5.05 -1.89 2.04  0.000
C 0.56 6.73 0.40  0.000
C 0.55 5.77 -0.78  0.000
C 1.97 5.70 -1.37  0.000
C -0.43 6.30 -1.84  0.000
C 0.11 4.37 -0.38  0.000
C -0.35 4.05 0.89  0.001
C -0.68 2.74 1.19  0.003
N -0.60 1.74 0.32  0.024
C -0.22 2.04 -0.92  0.002
C 0.15 3.32 -1.29  0.001
C -0.17 0.89 -1.87  0.006
C -0.33 1.06 -3.24  0.001
C -0.26 -0.04 -4.09  0.003
C -0.02 -1.28 -3.50  0.000
C 0.12 -1.36 -2.13  0.007
N 0.04 -0.30 -1.31  0.026
C -0.50 0.06 -5.59  0.000
C -1.82 -0.65 -5.91  0.000
C 0.65 -0.62 -6.34  0.000
C -0.60 1.52 -6.06  0.000
H 0.93 7.70 0.08  0.000
H 1.23 6.37 1.20  0.000
H -0.44 6.87 0.82  0.000
H 2.31 6.71 -1.62  0.000
H 2.00 5.11 -2.29  0.000
H 2.66 5.26 -0.66  0.000
H -0.12 7.30 -2.16  0.000
H -1.44 6.36 -1.44  0.000
H -0.45 5.65 -2.73  0.000
H -0.44 4.80 1.66  0.000
H -1.02 2.48 2.19  0.000
H 0.51 3.49 -2.30  0.000
H -0.53 2.04 -3.62  0.000
H 0.05 -2.18 -4.09  0.000
H 0.32 -2.31 -1.65  0.001
H -1.80 -1.69 -5.59  0.000
H -2.02 -0.62 -6.98  0.000
H -2.66 -0.16 -5.40  0.000
H 0.70 -1.69 -6.13  0.000
H 1.61 -0.17 -6.08  0.000
H 0.50 -0.51 -7.42  0.000
H -1.45 2.03 -5.61  0.000
H -0.73 1.54 -7.14  0.000
H 0.32 2.07 -5.83  0.000
S 2.38 -1.83 0.18  0.020
C 3.04 -2.57 1.56  0.004
N 2.96 -1.99 2.77  0.001
C 3.50 -2.56 4.00  0.000
C 4.69 -3.46 3.66  0.000
C 4.27 -4.45 2.58  0.000
N 3.72 -3.72 1.45  0.003
H 2.47 -1.12 2.78  0.000
H 2.74 -3.14 4.52  0.000
H 3.81 -1.75 4.64  0.000
H 5.02 -3.99 4.55  0.000
H 5.51 -2.85 3.29  0.000
H 3.54 -5.16 2.98  0.000
H 5.13 -5.02 2.23  0.000
H 3.67 -4.15 0.55  0.000
F 0.88 -4.26 2.82  0.000
C -0.42 -4.58 2.71  0.001
F -1.04 -3.94 3.73  0.000
F -0.52 -5.89 2.93  0.001
C -1.01 -4.10 1.34  0.010
O -0.92 -2.77 1.23  0.052
C -2.52 -4.52 1.31  0.001
F -3.20 -3.87 2.28  0.000
F -2.75 -5.82 1.48  0.001
F -3.06 -4.16 0.14  0.000
C -0.28 -4.85 0.17  0.001
F -0.58 -6.15 0.11  0.000
F 1.05 -4.75 0.27  0.000
F -0.63 -4.30 -1.00  0.000



# 3
Formula: C2H5OS
Source: the Open Molecules 2025 dataset
Level of theory: the ωB97M-V functional and the def2-TZVPD basis

## Properties
total charge	-1
HOMO	-3.12	eV
2S+1	1

Last column: Löwdin charge in e.
Geometry (Å):
S -2.09 1.79 0.15  -0.119
H -3.24 2.25 -0.35  -0.447
C 1.72 -0.82 0.31  -0.032
C 0.42 -0.71 0.13  -0.350
O -0.11 -0.28 -1.04  -0.114
H 2.19 -1.21 1.19  0.022
H 2.36 -0.36 -0.44  0.042
H -0.34 -0.96 0.87  0.099
H -0.90 0.30 -0.82  -0.102



# 4
Formula: C2H5NO3S
Source: the Open Molecules 2025 dataset
Level of theory: the ωB97M-V functional and the def2-TZVPD basis

## Properties
HOMO	-10.17	eV
2S+1	1

Last column: Löwdin charge in e.
Geometry (Å):
C -1.09 0.60 -1.26  -0.713
C 1.18 -1.67 0.87  -0.215
N -1.01 1.83 -0.72  0.156
O -0.79 -0.41 -0.40  -0.245
O 0.69 0.71 1.53  -0.469
O -1.43 0.42 -2.40  0.090
S -0.08 -0.47 1.33  0.999
H 0.86 -2.62 1.11  0.010
H 2.13 -1.47 1.38  0.066
H 1.17 -1.58 -0.27  0.095
H -0.69 2.06 0.22  0.085
H -0.94 2.60 -1.41  0.141



# 5
Formula: C3H8N2OS
Source: the Open Molecules 2025 dataset
Level of theory: the ωB97M-V functional and the def2-TZVPD basis

## Properties
HOMO	-9.21	eV
SMILES string	[H]/N=C(\N)SCCO
2S+1	1

Last column: Löwdin charge in e.
Geometry (Å):
H 1.93 -0.13 -1.66  0.061
N 1.20 -0.17 -0.94  0.066
C 0.25 0.63 -1.25  -0.809
N 0.10 1.32 -2.42  0.046
S -1.15 0.90 -0.21  0.935
C -0.57 0.28 1.40  -0.452
C -0.62 -1.24 1.57  -0.333
O 0.62 -1.85 1.29  -0.098
H -0.55 2.11 -2.44  0.088
H 0.92 1.41 -2.99  0.093
H 0.48 0.59 1.54  0.086
H -1.24 0.83 2.10  0.080
H -0.84 -1.49 2.61  0.109
H -1.44 -1.69 0.98  0.108
H 0.91 -1.51 0.44  0.017



# 6
Formula: C4H12N3O
Source: the Open Molecules 2025 dataset
Level of theory: the ωB97M-V functional and the def2-TZVPD basis

## Properties
total charge	+1
HOMO	-14.14	eV
2S+1	1

Last column: Löwdin charge in e.
Geometry (Å):
C -2.28 -1.00 0.08  -0.209
C 3.26 0.21 0.21  0.022
C 1.67 -1.60 -0.62  0.033
C 1.89 -0.31 0.22  -0.410
N -2.95 -1.95 -0.04  0.273
N -1.54 0.03 -0.02  0.155
N -2.46 2.42 0.36  0.090
O 0.97 0.37 0.58  0.085
H 3.28 1.28 0.23  0.102
H 3.60 -0.16 -0.72  0.071
H 3.91 -0.21 0.96  0.109
H 0.67 -1.58 -1.13  0.104
H 1.67 -2.43 -0.02  0.067
H 2.50 -1.60 -1.27  0.067
H -1.97 0.93 0.05  0.002
H -0.37 -0.03 0.20  0.129
H -1.73 2.99 0.27  0.007
H -3.09 2.43 -0.39  0.053
H -3.14 2.71 1.06  0.088
H -3.86 -2.48 -0.01  0.162



Respective largest force on an atom values: 2.67 0.59 0.64 2.98 1.07 5.78 eV/A.